1.
Formula: C23H20BeBrF5N4O2
Source: OMol25
Level of theory: the ωB97M-V functional and the def2-TZVPD basis

Positions of all 56 atoms, in Å:
Be (4.371, 15.661, 11.549)
O (6.112, 17.500, 7.199)
C (5.975, 18.612, 8.008)
C (6.137, 19.915, 7.531)
C (5.919, 20.981, 8.390)
C (5.519, 20.733, 9.703)
C (5.356, 19.428, 10.155)
C (5.572, 18.346, 9.312)
C (5.377, 16.915, 9.771)
O (5.287, 16.803, 11.140)
N (4.085, 16.357, 9.156)
N (3.231, 15.968, 10.176)
C (1.958, 16.086, 10.026)
C (1.007, 15.883, 11.143)
Br (1.162, 17.293, 12.411)
C (0.039, 14.965, 11.277)
C (-0.251, 13.839, 10.372)
C (0.684, 13.324, 9.478)
C (0.353, 12.282, 8.635)
C (-0.907, 11.719, 8.689)
C (-1.831, 12.180, 9.608)
C (-1.501, 13.238, 10.439)
H (6.393, 17.765, 6.320)
H (6.451, 20.086, 6.504)
H (6.027, 22.004, 8.037)
H (5.350, 21.581, 10.358)
H (5.053, 19.258, 11.178)
H (6.180, 16.294, 9.374)
H (3.632, 17.042, 8.543)
H (1.572, 16.451, 9.076)
H (-0.598, 15.093, 12.140)
H (1.678, 13.740, 9.462)
H (1.076, 11.915, 7.921)
H (-1.153, 10.910, 8.023)
H (-2.811, 11.731, 9.665)
H (-2.219, 13.635, 11.143)
F (2.678, 13.586, 12.549)
C (2.504, 14.462, 13.540)
F (3.911, 15.687, 12.971)
C (3.437, 13.941, 14.642)
F (2.635, 13.085, 15.314)
F (4.510, 13.223, 14.259)
F (3.874, 14.894, 15.440)
N (6.654, 14.704, 12.802)
C (6.170, 13.776, 11.931)
C (6.732, 12.490, 11.841)
C (6.300, 11.646, 10.855)
C (5.332, 12.055, 9.942)
C (4.780, 13.305, 10.125)
N (5.152, 14.125, 11.120)
H (7.051, 14.364, 13.664)
H (6.284, 15.645, 12.779)
H (7.500, 12.219, 12.551)
H (6.736, 10.662, 10.795)
H (5.026, 11.426, 9.116)
H (4.016, 13.685, 9.458)

HOMO energy (Eh): -0.3126
E_LUMO (Eh): 0.0051
Energy above the lowest of the compared OMol25 structures with the same formula, charge and spin (eV): 0.314
Orbital gap (eV): 8.64


2.
Formula: C23H20Cl2N
Source: OMol25
Level of theory: the ωB97M-V functional and the def2-TZVPD basis

Positions of all 46 atoms, in Å:
Cl (2.403, 2.241, 5.423)
C (2.121, 1.965, 3.757)
C (2.062, 3.059, 2.875)
C (1.770, 2.837, 1.538)
C (1.523, 1.526, 1.043)
C (1.037, 1.361, -0.286)
C (1.061, 0.167, -1.007)
C (1.976, -0.864, -0.821)
C (1.856, -2.164, -1.416)
C (2.989, -3.012, -1.541)
C (2.869, -4.302, -2.047)
C (1.601, -4.780, -2.422)
Cl (1.431, -6.393, -2.969)
C (0.470, -3.950, -2.346)
C (0.598, -2.653, -1.855)
C (1.700, 0.434, 1.936)
C (1.961, 0.653, 3.286)
H (2.230, 4.065, 3.250)
H (1.716, 3.672, 0.841)
H (0.610, 2.236, -0.779)
H (0.365, 0.103, -1.846)
H (2.890, -0.666, -0.252)
H (3.961, -2.631, -1.229)
H (3.734, -4.951, -2.143)
H (-0.496, -4.328, -2.668)
H (-0.277, -2.007, -1.774)
H (1.592, -0.580, 1.556)
H (2.041, -0.180, 3.979)
C (-2.293, 0.924, -3.615)
N (-2.219, 1.305, -2.191)
C (-2.626, 0.514, -1.284)
C (-2.719, 0.872, 0.140)
C (-3.037, -0.093, 1.118)
C (-3.106, 0.298, 2.452)
C (-2.858, 1.634, 2.804)
C (-2.541, 2.590, 1.829)
C (-2.475, 2.205, 0.489)
H (-2.049, 1.818, -4.201)
H (-1.552, 0.138, -3.848)
H (-3.290, 0.552, -3.920)
H (-2.942, -0.530, -1.488)
H (-3.221, -1.117, 0.789)
H (-3.360, -0.437, 3.219)
H (-2.919, 1.935, 3.849)
H (-2.355, 3.632, 2.090)
H (-2.231, 2.901, -0.315)

HOMO energy (Eh): -0.4219
E_LUMO (Eh): -0.2111
Net charge: +1
Orbital gap (eV): 5.74


3.
Formula: C23H20Cl3F6IrO5S2Sb
Source: OMol25
Level of theory: the ωB97M-V functional and the def2-TZVPD basis

Positions of all 61 atoms, in Å:
Ir (1.355, 0.163, 0.202)
O (2.098, 3.706, 1.905)
C (2.200, 2.509, 2.003)
O (2.399, 1.660, 1.036)
C (2.161, 1.831, 3.343)
C (2.852, 2.332, 4.429)
C (2.766, 1.693, 5.661)
C (1.960, 0.573, 5.834)
C (1.243, 0.075, 4.763)
C (1.370, 0.694, 3.516)
S (0.412, 0.016, 2.243)
H (3.441, 3.230, 4.305)
H (3.324, 2.086, 6.501)
H (1.879, 0.100, 6.803)
H (0.589, -0.782, 4.874)
Cl (3.131, -1.362, 0.566)
C (3.942, -1.881, -0.998)
Cl (5.265, -2.923, -0.571)
H (4.291, -0.983, -1.491)
H (3.203, -2.415, -1.579)
C (-3.191, -6.700, -2.363)
C (-2.669, -5.313, -2.106)
C (-1.318, -5.087, -1.859)
C (-0.837, -3.815, -1.588)
C (-1.729, -2.756, -1.591)
C (-3.087, -2.950, -1.815)
C (-3.544, -4.227, -2.086)
S (-1.193, -1.107, -1.285)
C (-0.833, -0.572, -2.943)
O (0.197, -1.351, -0.618)
H (-2.387, -7.431, -2.399)
H (-3.738, -6.738, -3.306)
H (-3.889, -6.994, -1.578)
H (-0.626, -5.920, -1.879)
H (0.210, -3.647, -1.379)
H (-3.777, -2.114, -1.783)
H (-4.598, -4.386, -2.275)
H (-0.094, -1.239, -3.383)
H (-0.448, 0.447, -2.893)
H (-1.775, -0.597, -3.492)
F (1.978, -0.265, -2.078)
Sb (2.750, 1.330, -2.933)
F (3.545, 1.407, -1.225)
F (1.166, 2.119, -2.237)
F (3.374, 2.980, -3.503)
F (1.817, 0.892, -4.489)
F (4.263, 0.350, -3.439)
Cl (-4.082, 6.742, 0.240)
C (-3.123, 5.330, 0.444)
C (-2.161, 5.020, -0.511)
C (-1.404, 3.878, -0.363)
C (-1.617, 3.055, 0.749)
C (-2.566, 3.392, 1.722)
C (-3.328, 4.528, 1.563)
C (-0.798, 1.883, 0.886)
O (-0.705, 1.308, 2.093)
O (-0.245, 1.360, -0.089)
H (-2.010, 5.676, -1.356)
H (-0.636, 3.625, -1.083)
H (-2.701, 2.760, 2.590)
H (-4.074, 4.805, 2.295)

HOMO energy (Eh): -0.4502
E_LUMO (Eh): -0.1685
Energy above the lowest of the compared OMol25 structures with the same formula, charge and spin (eV): 1.622
Net charge: +1
Orbital gap (eV): 7.67


4.
Formula: C23H20F5N5O5RhS2
Source: OMol25
Level of theory: the ωB97M-V functional and the def2-TZVPD basis

Positions of all 61 atoms, in Å:
Rh (1.094, -0.690, 0.931)
C (-6.494, 0.602, -2.753)
C (-5.018, 0.589, -2.484)
C (-4.250, -0.491, -2.757)
C (-2.785, -0.583, -2.472)
C (-2.227, 0.706, -1.951)
C (-3.016, 1.804, -1.762)
C (-4.400, 1.759, -1.966)
S (-0.463, 0.912, -1.814)
O (-0.115, 1.917, -2.773)
O (0.080, -0.437, -2.398)
N (0.001, 1.026, -0.376)
C (-0.639, 2.031, 0.471)
C (-0.550, 1.665, 1.960)
O (-0.698, 2.599, 2.757)
O (-0.367, 0.454, 2.237)
H (-6.835, -0.361, -3.130)
H (-6.750, 1.368, -3.486)
H (-7.049, 0.826, -1.841)
H (-4.703, -1.373, -3.196)
H (-2.261, -0.771, -3.421)
H (-2.566, 2.750, -1.491)
H (-4.996, 2.638, -1.770)
H (-1.718, 2.087, 0.288)
H (-0.216, 3.024, 0.306)
S (0.915, -2.137, 3.058)
C (2.475, -2.660, 3.400)
N (3.533, -3.034, 3.684)
F (3.059, -1.114, -0.783)
C (3.570, -2.369, -0.217)
F (2.342, -2.906, 0.267)
C (3.819, -3.191, -1.477)
F (4.143, -4.457, -1.167)
F (2.762, -3.293, -2.357)
F (4.832, -2.677, -2.197)
N (1.641, 3.947, 3.935)
C (2.941, 3.584, 3.989)
O (3.795, 4.263, 4.540)
C (3.300, 2.279, 3.341)
C (4.438, 1.591, 3.754)
C (4.742, 0.381, 3.165)
C (3.899, -0.127, 2.185)
N (2.811, 0.534, 1.781)
C (2.535, 1.715, 2.337)
H (1.402, 4.804, 4.405)
H (0.880, 3.336, 3.645)
H (5.054, 2.023, 4.532)
H (5.599, -0.201, 3.469)
H (4.090, -1.084, 1.708)
H (1.673, 2.235, 1.952)
C (-1.792, -2.887, -2.527)
C (-2.516, -1.921, -1.628)
C (-1.685, -1.699, -0.393)
N (-0.418, -1.684, -0.420)
C (0.189, -1.761, -1.737)
C (-0.476, -2.769, -2.616)
H (-2.359, -3.602, -3.107)
H (-3.486, -2.303, -1.314)
H (-2.171, -1.561, 0.569)
H (1.255, -1.922, -1.639)
H (0.150, -3.381, -3.246)

HOMO energy (spin up / spin down) (Eh): -0.1807 / -0.1804
E_LUMO (spin up / spin down) (Eh): 0.0626 / 0.0069
<S²>: 6.048
Spin multiplicity: 5
Net charge: -1
Orbital gap (spin up / spin down) (eV): 6.62 / 5.10


| no. | total energy (Eh) |
| --- | --- |
| 1 | -4346.10159 |
| 2 | -1863.28855 |
| 3 | -4385.25845 |
| 4 | -2944.60019 |